Below is a cluster of 2 separate species, C3H10N2 in total at a distorted geometry, with properties calculated with the ωB97M-V functional and the def2-TZVPD basis.

Last column: Löwdin charge in e.
Cartesian coordinates (Å):
C (-1.935, 1.337, -2.743)  -0.085
C (-2.991, 1.725, -2.053)  -0.084
H (-1.303, 0.504, -2.475)  0.041
H (-1.652, 1.880, -3.639)  0.043
H (-3.285, 1.222, -1.145)  0.042
H (-3.613, 2.551, -2.364)  0.042
N (0.338, -1.019, 1.958)  0.000
C (1.515, -1.133, 1.158)  -0.383
N (2.794, -0.959, 1.914)  -0.019
H (0.268, -0.193, 2.502)  0.049
H (0.243, -1.857, 2.508)  0.065
H (1.619, -0.486, 0.280)  0.097
H (1.484, -2.124, 0.701)  0.102
H (3.508, -1.475, 1.436)  0.041
H (3.010, 0.026, 1.959)  0.048

Results
ΔE to the lowest compared entry with this formula, charge and spin ... 32.1 kcal per mole
SMILES ... C=C.NCN
HOMO energy ... -9.4 eV
Orbital gap ... 0.383 Ha
E_tot ... -229.75807 hartree

***

Below is a cluster of 2 separate species, C3H10N2 in total at a distorted geometry, with properties calculated with the ωB97M-V functional and the def2-TZVPD basis.

Last column: Löwdin charge in e.
Cartesian coordinates (Å):
C (1.433, 4.154, 4.891)  -0.188
C (1.267, 3.060, 5.973)  -0.160
H (1.824, 3.639, 4.069)  0.027
H (2.118, 4.954, 5.136)  0.051
H (0.491, 4.703, 4.558)  0.085
H (2.133, 2.368, 5.834)  0.075
H (1.067, 3.571, 6.866)  0.035
H (0.419, 2.408, 5.621)  0.075
N (0.004, -2.704, -4.636)  0.020
C (-1.030, -3.072, -3.750)  -0.340
N (-2.097, -2.360, -3.781)  0.085
H (-0.407, -2.210, -5.426)  0.075
H (0.752, -2.248, -4.061)  0.100
H (-0.963, -3.847, -3.043)  0.091
H (-2.805, -2.740, -3.308)  -0.032

Results
ΔE to the lowest compared entry with this formula, charge and spin ... 33.5 kcal per mole
SMILES ... [H]/N=C/N.CC
HOMO energy ... -9.8 eV
Orbital gap ... 0.405 Ha
E_tot ... -229.75586 hartree

***

Below is a cluster of 2 separate species, C3H10N2 in total, with properties calculated with the ωB97M-V functional and the def2-TZVPD basis.

Last column: Löwdin charge in e.
Cartesian coordinates (Å):
C (1.045, -2.557, 0.621)  -0.183
N (1.196, -3.133, -0.495)  0.008
H (1.925, -2.177, 1.138)  0.053
H (0.086, -2.403, 1.115)  0.058
H (0.290, -3.433, -0.862)  0.033
C (-1.541, 1.623, -0.440)  -0.119
C (-0.138, 1.734, 0.121)  -0.357
N (0.506, 0.416, 0.147)  -0.025
H (-1.531, 1.306, -1.485)  0.067
H (-2.044, 2.590, -0.404)  0.068
H (-2.117, 0.896, 0.132)  0.070
H (-0.184, 2.109, 1.146)  0.102
H (0.446, 2.470, -0.447)  0.099
H (1.446, 0.476, 0.520)  0.062
H (0.618, 0.084, -0.807)  0.064

Results
ΔE to the lowest compared entry with this formula, charge and spin ... 23.3 kcal per mole
SMILES ... C=N.CCN
HOMO energy ... -9.5 eV
Orbital gap ... 0.386 Ha
E_tot ... -229.77219 hartree